Molecular formula: C3H5NO5S
Method: DFT, wB97M-V/def2-TZVPD

Atoms and positions in Å:
C: 0.99 0.67 0.63
C: -0.13 -0.35 0.62
C: -0.74 -0.62 -0.65
N: -0.32 -1.08 1.76
O: 1.46 1.02 -2.99
O: -1.60 -1.71 -0.73
O: 1.75 0.61 -0.68
O: -0.53 0.08 -1.77
O: 0.52 1.96 0.73
S: 0.74 1.23 -1.77
H: 1.80 0.56 1.28
H: -2.18 -1.69 -1.60
H: -0.63 -0.48 2.57
H: -0.70 -2.04 1.61
H: -0.42 1.83 1.00

Results
E   -946.374248 Ha
Highest occupied orbital energy   -8.0 eV
Max |F|   4.731 eV Å⁻¹
Frontier orbital gap   8.30 eV
ΔE to the lowest compared entry with this formula, charge and spin   20.8 kJ/mol
E_LUMO   0.34 eV

These are the Mulliken partial charges, in e, on atoms 1 to 4: C 0.128; C -0.191; C 0.588; N -0.477